13
Properties=species:S:1:pos:R:3:forces:R:3 method="wB97M-V/def2-TZVPD" e_above_lowest_kcal_mol=18.02 homo_energy_ev=-9.98 smiles=C[C@@](P)(Cl)CCl mol_weight_g_mol=145.0 total_charge=0 energy_ev=-37556.5435 gap_ev=9.890
C 0.0656 -0.3743 -1.4499 -0.244 2.362 -3.295
C 0.1905 0.2608 -0.1283 -0.994 2.399 0.972
P 1.9427 0.4821 0.6118 -0.941 1.708 -0.361
Cl -0.3859 2.3291 -0.1891 1.170 -2.304 -0.143
C -0.9023 -0.3501 0.7416 -0.664 1.898 1.377
Cl -2.5370 0.2444 0.2756 -0.375 -0.038 0.093
H -0.9837 -0.4439 -1.8249 0.603 0.236 0.656
H 0.6306 0.0904 -2.3642 -0.504 -1.002 2.095
H 0.3385 -1.3473 -1.1900 0.925 -2.016 -0.367
H 1.9820 -0.7093 1.2789 -0.098 -1.096 0.639
H 1.5643 1.2948 1.7837 0.136 -0.859 -0.942
H -1.1268 -1.3822 0.6491 0.988 -1.206 -0.240
H -0.7786 -0.0946 1.8058 -0.003 -0.082 -0.483

=====

13
Properties=species:S:1:pos:R:3:forces:R:3 method="wB97M-V/def2-TZVPD" e_above_lowest_kcal_mol=55.79 homo_energy_ev=-9.81 smiles=C[C@](F)(Cl)CN mol_weight_g_mol=111.5 total_charge=0 energy_ev=-19952.3807 gap_ev=10.634
C -0.2271 -1.8678 0.4554 2.243 -0.626 -1.598
C 0.2039 -0.3034 0.1194 -4.701 -3.298 2.551
F 1.4073 -0.1248 -0.2190 5.578 0.104 0.166
Cl -0.3056 0.7199 1.4383 0.058 0.813 0.836
C -0.5300 -0.1280 -1.0800 -3.112 2.165 -5.563
N -0.1987 1.0776 -2.0775 -7.624 -1.713 3.352
H 0.4493 -2.3479 1.2194 -0.674 0.646 -0.708
H -1.2974 -2.0912 0.7277 1.141 0.837 -0.414
H 0.0278 -2.3405 -0.6333 -0.707 0.349 3.104
H -0.1739 -1.0202 -1.6492 -1.219 0.892 -0.177
H -1.6621 -0.0214 -0.8986 1.764 -0.850 -0.465
H 0.7284 1.1329 -2.0602 4.695 1.500 0.291
H -0.8322 1.8243 -1.6121 2.557 -0.820 -1.376

=====

13
Properties=species:S:1:pos:R:3:forces:R:3 method="wB97M-V/def2-TZVPD" e_above_lowest_kcal_mol=11.34 homo_energy_ev=-9.95 smiles=NCC[C@@H](F)Cl mol_weight_g_mol=111.5 total_charge=0 energy_ev=-19954.3081 gap_ev=10.828
N -1.9547 0.0672 0.6325 -1.257 -2.072 1.096
C -0.5234 -0.2254 0.6817 0.105 -0.276 -0.649
C 0.0748 -0.0036 -0.7135 1.525 -0.348 1.062
C 1.6361 0.0794 -0.7553 -1.741 0.255 -0.093
F 2.0098 0.2257 -2.0656 0.187 0.139 0.268
Cl 2.2662 1.4715 0.2203 -0.208 -0.561 -0.464
H -2.3546 -0.8415 0.9890 -0.177 1.457 -0.853
H -2.2407 0.7102 1.3683 0.310 0.153 -0.235
H -0.3963 -1.2402 1.0713 0.399 0.031 -0.278
H -0.0536 0.4286 1.3675 0.730 0.712 0.734
H -0.3142 0.9347 -1.0236 -0.298 0.820 -0.634
H -0.2304 -0.7858 -1.4001 -0.037 -0.076 -0.180
H 2.0810 -0.8209 -0.3725 0.461 -0.233 0.227

=====

13
Properties=species:S:1:pos:R:3:forces:R:3 method="wB97M-V/def2-TZVPD" e_above_lowest_kcal_mol=16.17 homo_energy_ev=-10.01 smiles=C[C@@](F)(Cl)CN mol_weight_g_mol=111.5 total_charge=0 energy_ev=-19954.0986 gap_ev=10.813
C 0.3866 -0.9770 -1.2851 3.001 -2.203 0.233
C -0.4404 -0.2031 -0.3535 -1.117 -0.642 -0.314
F -1.3951 0.4915 -1.1105 0.012 -0.770 0.838
Cl -1.1818 -1.4919 0.7173 -0.510 0.652 -0.070
C 0.3010 0.7595 0.4810 1.156 0.356 -1.728
N -0.3056 1.3493 1.5913 0.222 0.421 2.121
H 0.8030 -0.3974 -2.0447 0.193 1.471 -1.503
H -0.1152 -1.8155 -1.7472 -0.363 -0.019 0.024
H 1.3879 -1.4095 -0.8576 -2.122 0.624 -0.005
H 0.7199 1.4893 -0.2307 -0.427 0.202 0.045
H 1.1747 0.2235 0.7621 0.830 -0.459 0.672
H -0.0590 0.7699 2.3717 0.794 0.042 0.753
H -1.2760 1.2115 1.7061 -1.669 0.325 -1.065

=====

13
Properties=species:S:1:pos:R:3:forces:R:3 method="wB97M-V/def2-TZVPD" e_above_lowest_kcal_mol=52.23 homo_energy_ev=-8.98 smiles="[H]/N=C(/N)[C@@H](C)Cl" mol_weight_g_mol=106.6 total_charge=0 energy_ev=-18725.0680 gap_ev=9.728
H 0.7606 0.9280 -1.5421 -1.165 2.154 -0.973
N 1.2222 0.0709 -1.5798 -1.186 -0.845 2.878
C 0.7858 -0.5437 -0.4810 0.293 1.247 -4.791
N 1.5741 -1.6164 -0.3108 -1.527 -2.286 3.626
C -0.4454 -0.1920 0.3800 1.758 1.703 0.581
C 0.1867 0.0802 1.6844 3.565 2.214 4.921
Cl -1.5976 1.0714 -0.0507 0.251 1.353 -1.130
H 2.0882 -1.7107 -1.1619 0.662 -0.874 -0.011
H 1.3014 -2.3628 0.3793 0.786 0.881 -1.686
H -1.2091 -0.8545 0.5637 -0.662 -2.998 -0.074
H 1.1224 0.9047 1.7542 -2.152 -2.313 -1.206
H -0.3028 0.5607 2.6682 -0.159 -1.718 -2.521
H 0.6618 -0.9276 1.9344 -0.464 1.482 0.388

=====

20
Properties=species:S:1:pos:R:3:forces:R:3 method="wB97M-V/def2-TZVPD" homo_energy_ev=-9.01 mol_weight_g_mol=267.7 total_charge=0 energy_ev=-58430.4674 gap_ev=9.075
C -0.7536 -2.8667 0.6631 -0.896 0.610 -0.118
P -0.1931 -1.7397 -0.7529 0.204 -1.960 -1.370
O -1.6466 -1.3916 -1.5754 1.115 0.422 1.183
C 0.5614 -0.1655 -0.0267 -0.751 1.885 1.226
Cl 0.7437 -0.3649 1.8026 1.673 -1.617 -0.863
O 1.8626 0.0941 -0.5823 -0.341 0.918 0.837
S 2.3671 1.5859 0.0008 4.848 3.270 0.376
O 3.2386 2.3395 -0.9410 -3.354 -2.349 0.616
O 3.1355 1.5646 1.2765 -3.505 -1.093 -2.135
O 0.8497 2.2688 0.0539 2.123 -1.666 -0.587
C -0.1901 1.2538 -0.1556 -1.421 0.285 2.093
N -1.0921 1.4959 -1.2308 1.384 -0.520 0.216
S -1.2116 1.4069 1.3953 -1.842 1.948 -0.362
H -1.5971 -3.4741 0.2384 0.754 0.456 0.176
H -1.1747 -2.3096 1.5282 0.440 -0.453 -0.452
H 0.0422 -3.5813 0.9601 -0.361 0.765 -0.193
H -2.2310 -2.1570 -1.5251 0.000 0.034 0.093
H -0.6790 1.3424 -2.1468 -0.104 0.039 0.088
H -1.5362 2.4047 -1.1592 0.140 -0.172 0.074
H -0.4958 2.2939 2.1768 -0.107 -0.802 -0.899

=====

13
Properties=species:S:1:pos:R:3:forces:R:3 method="wB97M-V/def2-TZVPD" e_above_lowest_kcal_mol=41.11 homo_energy_ev=-14.15 mol_weight_g_mol=124.6 total_charge=+1 energy_ev=-28062.4441 gap_ev=8.787
C -0.8224 0.2664 -0.1849 0.998 -1.232 -0.056
C 1.1612 -0.3126 0.3357 -2.825 -1.037 2.159
C -1.8744 0.6621 0.7514 0.229 0.718 1.006
N 1.8690 -0.8132 -0.6478 -0.220 -4.349 -0.875
S -1.1601 0.1426 -1.7791 0.574 0.021 0.391
Cl -1.1295 1.2107 2.3687 -0.525 -0.215 -1.285
H 0.8243 -1.0302 1.1511 0.353 1.324 -1.040
H 1.3427 0.7156 0.5750 0.324 0.142 0.491
H -2.3900 1.4932 0.2337 -0.149 -0.111 0.953
H -2.5900 -0.1188 1.0676 0.362 0.206 -0.592
H 2.1125 -1.8850 -0.8399 -1.100 3.307 0.898
H 2.5150 -0.1903 -0.9779 2.051 1.471 -1.588
H 0.1418 -0.1406 -2.0535 -0.072 -0.245 -0.462

=====

12
Properties=species:S:1:pos:R:3:forces:R:3 method="wB97M-V/def2-TZVPD" e_above_lowest_kcal_mol=9.83 homo_energy_ev=-10.00 smiles=COCCCl mol_weight_g_mol=94.5 total_charge=0 energy_ev=-17793.6051 gap_ev=11.028
C -1.2782 -1.1504 -0.0141 -0.376 -0.011 -0.396
O -0.8173 0.0349 -0.6353 -0.895 -0.640 -0.516
C -0.0582 0.7818 0.2347 -0.037 0.119 0.168
C 1.3125 0.8145 -0.2603 2.073 -0.375 -2.328
Cl 2.2054 -0.7947 -0.1021 -0.528 0.548 0.072
H -0.4475 -1.7217 0.4123 -0.135 0.191 0.284
H -2.0490 -0.8645 0.7301 0.311 -0.597 -0.218
H -1.6760 -1.7682 -0.8177 -0.382 0.032 0.163
H -0.0771 0.3569 1.2114 0.063 -0.412 1.033
H -0.4438 1.7817 0.3660 -0.189 0.632 -0.316
H 1.3958 1.0241 -1.3766 -0.425 -0.149 1.508
H 1.9333 1.5056 0.2515 0.521 0.661 0.545

=====

What did the first record say?
13
Properties=species:S:1:pos:R:3:forces:R:3 method="wB97M-V/def2-TZVPD" e_above_lowest_kcal_mol=18.02 homo_energy_ev=-9.98 smiles=C[C@@](P)(Cl)CCl mol_weight_g_mol=145.0 total_charge=0 energy_ev=-37556.5435 gap_ev=9.890
C 0.0656 -0.3743 -1.4499 -0.244 2.362 -3.295
C 0.1905 0.2608 -0.1283 -0.994 2.399 0.972
P 1.9427 0.4821 0.6118 -0.941 1.708 -0.361
Cl -0.3859 2.3291 -0.1891 1.170 -2.304 -0.143
C -0.9023 -0.3501 0.7416 -0.664 1.898 1.377
Cl -2.5370 0.2444 0.2756 -0.375 -0.038 0.093
H -0.9837 -0.4439 -1.8249 0.603 0.236 0.656
H 0.6306 0.0904 -2.3642 -0.504 -1.002 2.095
H 0.3385 -1.3473 -1.1900 0.925 -2.016 -0.367
H 1.9820 -0.7093 1.2789 -0.098 -1.096 0.639
H 1.5643 1.2948 1.7837 0.136 -0.859 -0.942
H -1.1268 -1.3822 0.6491 0.988 -1.206 -0.240
H -0.7786 -0.0946 1.8058 -0.003 -0.082 -0.483